(1)
This record from the Open Molecules 2025 dataset describes a molecular structure, C4H4O. The level of theory is wB97M-V/def2-TZVPD.

XYZ file:
```
9
Properties=species:S:1:pos:R:3:lowdin_charge:R:1
O 1.09 -0.34 1.53 0.00
C 0.62 -0.55 0.44 -0.36
C 0.25 1.04 -0.62 -0.01
C -0.87 0.33 -0.25 -0.15
C -1.22 -0.77 0.27 0.12
H 0.96 -1.18 -0.38 0.14
H 0.53 1.06 -1.67 0.09
H 0.59 1.86 0.01 0.10
H -1.95 -1.44 0.67 0.08
```

Output
HOMO-LUMO gap: 9.6663 eV
M: 68.075 g/mol
LUMO energy: 0.937 eV



(2)
This record from the Open Molecules 2025 dataset describes 2 unconnected molecules or ions with the total composition C5H13NO2Si at a distorted geometry. The level of theory is wB97M-V/def2-TZVPD.

XYZ file:
```
22
Properties=species:S:1:pos:R:3:lowdin_charge:R:1
C -0.27 2.14 1.64 -0.07
C 0.13 0.91 1.58 -0.06
C -0.29 -1.82 1.74 -0.07
C -1.82 -0.56 -1.73 -0.07
C -0.04 -0.39 -0.15 -0.51
N 1.26 -0.42 -0.70 -0.09
O -0.54 -1.62 0.32 -0.10
O -1.02 0.18 -0.86 -0.12
Si 1.93 0.86 -1.64 0.59
H -0.21 2.83 2.49 0.05
H -0.84 2.56 0.83 0.05
H 0.82 0.45 2.23 0.04
H -0.56 -0.87 2.33 0.08
H 0.69 -2.12 1.84 0.06
H -1.09 -2.47 2.23 0.11
H -2.57 -1.07 -1.21 0.07
H -1.29 -1.23 -2.39 0.10
H -2.31 0.21 -2.27 0.08
H 1.58 -1.35 -0.67 0.07
H 2.36 0.41 -2.94 -0.10
H 0.93 1.99 -1.79 -0.04
H 3.13 1.37 -0.89 -0.08
```

Output
HOMO-LUMO gap: 9.2041 eV
M: 147.250 g/mol
LUMO energy: 0.904 eV



(3)
This record from the Open Molecules 2025 dataset describes 5 unconnected molecules or ions with the total composition C4H16O4 at a distorted geometry. The level of theory is wB97M-V/def2-TZVPD.

XYZ file:
```
24
Properties=species:S:1:pos:R:3:lowdin_charge:R:1
C 1.94 0.87 -2.52 0.03
C 2.81 1.05 -1.45 0.03
C 4.14 0.42 -1.39 -0.02
C 0.75 1.72 -2.73 -0.02
H 2.17 0.11 -3.26 0.14
H 2.59 1.77 -0.66 0.15
H 4.97 1.13 -1.58 0.13
H 4.35 0.01 -0.40 0.12
H 4.26 -0.28 -2.22 0.10
H 1.00 2.76 -2.96 0.13
H -0.01 1.70 -1.95 0.11
H 0.32 1.38 -3.68 0.10
H -2.58 -2.90 2.42 0.02
H -3.39 -4.09 3.08 0.03
O -3.31 -3.15 2.98 -0.05
H -4.22 -2.06 -0.59 0.05
H -2.82 -1.78 -1.10 0.00
O -3.58 -2.33 -1.27 -0.05
H -1.99 0.51 1.99 0.04
H -2.00 -0.02 0.56 0.02
O -2.33 -0.21 1.44 -0.04
H -1.75 1.29 5.30 0.04
H -0.36 1.36 4.79 0.02
O -0.97 0.73 5.19 -0.06
```

Output
Expectation value of S²: 0.75
Multiplicity: 2
HOMO-LUMO gap (spin up / spin down): 7.5631 / 3.9178 eV
M: 128.168 g/mol
Total charge: +1
LUMO energy (spin up / spin down): -5.262 / -8.907 eV



(4)
This record from the Open Molecules 2025 dataset describes a single C4H4N2O3 molecule at a distorted geometry. The level of theory is wB97M-V/def2-TZVPD.

XYZ file:
```
13
Properties=species:S:1:pos:R:3:lowdin_charge:R:1
O 1.74 1.95 -0.14 0.12
C 1.22 0.96 0.29 -0.39
C 0.92 0.50 1.66 0.05
C 0.09 -0.54 1.57 -0.02
N -0.09 -0.92 0.23 -0.09
N 0.84 -0.19 -0.52 0.00
O 0.23 0.04 -1.74 -0.02
C -1.14 -0.37 -1.67 -0.14
O -1.33 -0.51 -0.29 -0.03
H 1.09 1.08 2.55 0.12
H -0.49 -1.05 2.32 0.13
H -1.77 0.42 -2.07 0.13
H -1.30 -1.37 -2.19 0.15
```

Output
SMILES: O=c1ccn2n1OCO2
HOMO-LUMO gap: 9.0767 eV
M: 128.087 g/mol
LUMO energy: -0.029 eV